{"formula": "C41H81O11S", "method": "ωB97M-V/def2-TZVPD", "de_lowest_kj_mol": 0.0, "total_charge": 1, "e_homo_ev": -10.2419, "homo_lumo_gap_ev": 7.19, "mol_weight_da": 782.15, "species": ["C", "C", "O", "O", "C", "C", "C", "C", "C", "C", "C", "C", "S", "C", "C", "O", "C", "O", "H", "H", "H", "H", "H", "H", "H", "H", "H", "H", "H", "H", "H", "H", "H", "H", "H", "H", "H", "H", "H", "H", "H", "H", "H", "C", "C", "C", "O", "C", "H", "H", "H", "H", "H", "H", "H", "H", "C", "C", "C", "O", "C", "H", "H", "H", "H", "H", "H", "H", "H", "C", "C", "C", "O", "C", "H", "H", "H", "H", "H", "H", "H", "H", "C", "C", "C", "O", "C", "H", "H", "H", "H", "H", "H", "H", "H", "C", "C", "C", "O", "C", "H", "H", "H", "H", "H", "H", "H", "H", "C", "C", "C", "O", "C", "H", "H", "H", "H", "H", "H", "H", "H", "C", "C", "C", "O", "C", "H", "H", "H", "H", "H", "H", "H", "H"], "xyz": [[1.80, -0.88, -2.46], [0.94, -1.26, -1.28], [1.17, -0.92, -0.17], [-0.09, -2.12, -1.53], [-0.91, -1.89, -2.68], [-0.62, -2.81, -3.85], [-1.84, -3.13, -4.72], [-2.34, -1.93, -5.57], [-3.81, -1.48, -5.38], [-4.35, -1.39, -3.95], [-3.94, -0.16, -3.15], [-4.75, 1.12, -3.35], [-4.16, 2.35, -4.56], [-2.41, 1.99, -4.82], [-1.60, 2.23, -3.55], [-1.22, 3.60, -3.47], [-0.19, 3.77, -2.57], [-0.35, 3.76, -1.40], [2.34, -1.76, -2.80], [1.22, -0.52, -3.32], [2.50, -0.11, -2.14], [-0.80, -0.84, -2.98], [-1.94, -2.01, -2.33], [0.12, -2.32, -4.50], [-0.13, -3.72, -3.50], [-2.64, -3.56, -4.12], [-1.51, -3.92, -5.41], [-2.24, -2.20, -6.62], [-1.65, -1.08, -5.42], [-4.46, -2.12, -5.98], [-3.90, -0.48, -5.84], [-4.08, -2.28, -3.37], [-5.45, -1.41, -3.99], [-2.87, 0.04, -3.26], [-4.07, -0.38, -2.08], [-4.82, 1.68, -2.41], [-5.77, 0.89, -3.67], [-4.67, 1.85, -5.70], [-2.08, 2.66, -5.61], [-2.31, 0.96, -5.16], [-2.15, 1.94, -2.64], [-0.71, 1.58, -3.59], [0.78, 3.90, -3.07], [1.26, 2.22, 1.31], [1.52, 2.77, 2.71], [3.05, 2.79, 2.75], [3.48, 3.03, 1.41], [2.38, 2.89, 0.51], [0.28, 2.46, 0.92], [1.38, 1.13, 1.30], [1.13, 3.78, 2.80], [1.10, 2.16, 3.51], [3.45, 1.82, 3.08], [3.45, 3.57, 3.39], [2.07, 3.87, 0.16], [2.70, 2.29, -0.35], [3.15, -6.11, -5.31], [2.99, -4.85, -6.15], [1.49, -4.86, -6.45], [0.87, -5.48, -5.32], [1.87, -6.10, -4.49], [4.04, -6.12, -4.69], [3.18, -6.99, -5.96], [3.25, -3.97, -5.56], [3.59, -4.84, -7.06], [1.27, -5.45, -7.34], [1.07, -3.86, -6.58], [1.99, -5.51, -3.58], [1.52, -7.10, -4.22], [-3.43, 2.28, 1.64], [-3.40, 0.75, 1.66], [-4.63, 0.41, 0.84], [-4.76, 1.46, -0.14], [-3.89, 2.55, 0.21], [-2.47, 2.74, 1.85], [-4.16, 2.66, 2.35], [-2.49, 0.38, 1.19], [-3.45, 0.34, 2.67], [-5.53, 0.39, 1.46], [-4.55, -0.54, 0.31], [-3.04, 2.58, -0.47], [-4.45, 3.48, 0.11], [3.83, 7.30, 3.83], [5.19, 6.69, 4.19], [5.33, 7.09, 5.65], [4.00, 7.13, 6.18], [3.05, 7.07, 5.12], [3.36, 6.83, 2.96], [3.94, 8.37, 3.63], [5.15, 5.60, 4.09], [6.01, 7.05, 3.57], [5.78, 8.08, 5.74], [5.92, 6.39, 6.24], [2.57, 6.08, 5.12], [2.28, 7.82, 5.29], [-4.97, -5.22, -0.40], [-6.42, -5.15, -0.87], [-6.33, -4.13, -1.99], [-5.03, -4.28, -2.56], [-4.22, -5.10, -1.71], [-4.71, -6.13, 0.14], [-4.74, -4.37, 0.25], [-6.74, -6.12, -1.26], [-7.12, -4.85, -0.09], [-6.44, -3.11, -1.60], [-7.07, -4.27, -2.78], [-4.08, -6.08, -2.18], [-3.24, -4.63, -1.60], [8.69, 5.17, 9.79], [7.25, 5.67, 9.94], [7.29, 6.96, 9.14], [8.25, 6.76, 8.10], [9.00, 5.57, 8.35], [8.80, 4.10, 9.95], [9.34, 5.70, 10.48], [6.56, 4.96, 9.48], [6.94, 5.82, 10.97], [7.61, 7.80, 9.77], [6.33, 7.22, 8.69], [8.68, 4.80, 7.65], [10.05, 5.79, 8.18], [-1.04, -4.85, 2.62], [-0.72, -6.33, 2.84], [-1.89, -7.00, 2.12], [-2.25, -6.12, 1.05], [-1.60, -4.86, 1.21], [-0.17, -4.20, 2.73], [-1.80, -4.52, 3.33], [0.22, -6.59, 2.35], [-0.66, -6.62, 3.88], [-2.75, -7.12, 2.79], [-1.64, -7.98, 1.70], [-0.80, -4.77, 0.47], [-2.33, -4.07, 1.03]], "mulliken_charge": [-0.764, 0.655, -0.544, -0.257, 1.040, -0.549, -0.462, -0.557, -1.108, 0.692, 1.569, -0.524, 0.080, 0.053, 0.069, -0.441, 0.090, -0.370, 0.247, 0.260, 0.235, -0.758, -0.039, 0.178, 0.272, 0.053, 0.391, 0.432, 0.235, 0.453, 0.152, -0.781, 0.818, -1.359, -0.384, 0.076, 0.673, 0.249, 0.570, -0.211, -0.039, 0.059, 0.483, 0.263, -0.689, -0.248, -0.433, -0.232, -0.010, 0.050, 0.280, 0.400, 0.298, 0.014, 0.213, 0.109, -0.572, -0.560, -0.238, -0.357, -0.365, 0.337, 0.257, 0.210, 0.369, 0.316, 0.156, 0.184, 0.302, -0.640, -0.404, -0.208, -0.480, 0.372, 0.337, 0.278, 0.077, 0.412, 0.312, 0.057, -0.476, 0.382, -0.514, -0.410, -0.200, -0.415, -0.359, 0.324, 0.294, 0.110, 0.378, 0.196, 0.129, 0.178, 0.279, -0.327, -0.705, -0.432, -0.357, -0.025, 0.349, 0.059, 0.304, 0.345, 0.182, 0.329, 0.270, -0.001, -0.540, -0.554, -0.273, -0.400, -0.398, 0.334, 0.265, 0.254, 0.348, 0.302, 0.167, 0.251, 0.264, -0.613, -0.583, -0.520, -0.326, 0.098, 0.357, 0.310, 0.261, 0.339, 0.297, 0.287, 0.071, 0.016]}

{"formula": "C6H12P", "method": "ωB97M-V/def2-TZVPD", "de_lowest_kj_mol": 398.8, "total_charge": 1, "e_homo_ev": [-13.6485, -12.8795], "homo_lumo_gap_ev": [9.38, 5.91], "mol_weight_da": 115.14, "species": ["C", "C", "C", "C", "C", "C", "P", "H", "H", "H", "H", "H", "H", "H", "H", "H", "H", "H", "H"], "xyz": [[2.19, 0.51, 0.76], [1.03, 0.71, 1.37], [2.32, 0.16, -0.68], [0.87, 0.00, -1.25], [-0.86, -1.43, 0.51], [-3.43, 0.98, -0.18], [-0.26, 0.27, 0.22], [3.10, 0.55, 1.33], [0.94, 1.14, 2.32], [2.97, 0.86, -1.18], [2.80, -0.84, -0.64], [0.78, 0.75, -2.04], [0.51, -0.99, -1.65], [-1.32, -1.64, 1.40], [-0.02, -2.24, 0.28], [-1.54, -1.60, -0.28], [-3.93, 1.45, 0.67], [-3.55, -0.10, -0.38], [-2.59, 1.45, -0.60]], "nbo_charge": [-0.035, -0.564, -0.462, -0.705, -0.944, -0.368, 1.188, 0.241, 0.269, 0.264, 0.261, 0.272, 0.265, 0.262, 0.265, 0.247, 0.199, 0.180, 0.165]}

{"formula": "C4H7ClN2O", "method": "ωB97M-V/def2-TZVPD", "de_lowest_kj_mol": 260.1, "e_homo_ev": -9.1063, "homo_lumo_gap_ev": 9.96, "mol_weight_da": 134.57, "species": ["C", "C", "C", "C", "N", "N", "O", "Cl", "H", "H", "H", "H", "H", "H", "H"], "xyz": [[1.32, 0.40, -1.75], [-0.21, -0.52, -0.92], [-1.55, -0.99, 1.08], [0.17, 0.63, 1.16], [2.00, 1.17, -1.05], [-0.40, -0.42, 0.38], [-0.77, -1.21, -1.70], [1.51, -0.14, -3.36], [-2.60, -0.45, 0.91], [-1.84, -2.03, 0.69], [-1.40, -1.02, 2.06], [-0.52, 1.60, 1.25], [0.35, 0.23, 2.05], [1.09, 1.06, 0.59], [2.86, 1.69, -1.39]], "nbo_charge": [0.176, 0.726, -0.403, -0.431, -0.695, -0.460, -0.570, 0.025, 0.194, 0.227, 0.196, 0.173, 0.184, 0.279, 0.378]}

{"formula": "C4H7ClOS", "method": "ωB97M-V/def2-TZVPD", "de_lowest_kj_mol": 128.7, "e_homo_ev": -9.1136, "homo_lumo_gap_ev": 9.02, "smiles": "CC(C)(C=O)SCl", "mol_weight_da": 138.62, "species": ["C", "C", "C", "C", "O", "S", "Cl", "H", "H", "H", "H", "H", "H", "H"], "xyz": [[1.02, 0.57, -1.03], [-0.07, 0.22, -0.13], [0.12, 0.53, 1.39], [-0.35, -1.52, -0.30], [-0.04, -2.31, 0.54], [-1.63, 1.08, -0.73], [-2.89, -0.36, 0.01], [1.23, 1.66, -0.85], [0.95, 0.34, -2.12], [2.05, 0.06, -0.79], [0.48, 1.53, 1.49], [-0.79, 0.24, 1.98], [0.83, -0.28, 1.84], [-0.89, -1.76, -1.29]], "nbo_charge": [-0.680, -0.210, -0.654, 0.457, -0.516, 0.240, -0.164, 0.222, 0.241, 0.237, 0.219, 0.240, 0.234, 0.134]}

{"formula": "C14H29BeBr4Cl5F4KLiNO8SSi2", "method": "ωB97M-V/def2-TZVPD", "total_charge": 1, "e_homo_ev": -7.5264, "homo_lumo_gap_ev": 2.80, "mol_weight_da": 1055.55, "species": ["C", "C", "Br", "C", "Br", "Si", "O", "Si", "N", "S", "C", "F", "F", "C", "F", "F", "H", "H", "H", "H", "H", "H", "H", "H", "H", "C", "Cl", "Cl", "Cl", "Cl", "Li", "Br", "K", "C", "C", "O", "C", "C", "H", "H", "H", "H", "H", "H", "H", "H", "H", "H", "O", "Cl", "O", "O", "O", "C", "O", "C", "C", "O", "C", "H", "H", "H", "H", "H", "H", "H", "H", "H", "H", "Be", "Br"], "xyz": [[-4.99, -2.91, 1.78], [-5.09, -1.42, 1.70], [-6.84, -0.67, 1.95], [-4.01, -0.65, 1.48], [-4.13, 1.26, 1.38], [-2.27, -1.23, 1.22], [-1.31, -1.18, 2.59], [-2.02, -0.81, 4.03], [-2.75, -2.22, 4.76], [-0.33, -0.24, 5.26], [-2.07, -2.92, 0.28], [-3.03, -3.07, -0.65], [-0.90, -2.77, -0.45], [-1.91, -4.22, 1.10], [-2.89, -5.12, 0.85], [-1.83, -4.05, 2.44], [-5.00, -3.39, 0.80], [-4.15, -3.20, 2.41], [-5.88, -3.27, 2.29], [-1.67, -0.25, 0.32], [-2.93, 0.33, 4.04], [-3.52, -1.92, 5.34], [-2.07, -2.65, 5.37], [-0.85, 0.61, 6.16], [-0.98, -4.72, 0.79], [2.81, -3.36, 0.33], [1.47, -3.75, 1.37], [2.96, -1.61, 0.17], [4.35, -4.01, 1.06], [2.59, -4.08, -1.24], [5.88, -3.19, 2.73], [-6.47, 0.44, -0.44], [-7.74, -1.01, 4.59], [7.27, 3.23, 3.07], [7.78, 1.94, 2.45], [6.88, 0.85, 2.59], [5.61, 1.01, 2.00], [5.64, 1.26, 0.50], [7.05, 3.08, 4.13], [8.03, 4.02, 2.98], [6.36, 3.59, 2.59], [8.70, 1.64, 2.96], [8.04, 2.10, 1.40], [5.05, 1.81, 2.50], [5.06, 0.08, 2.20], [6.16, 2.19, 0.26], [4.63, 1.33, 0.10], [6.17, 0.45, -0.01], [6.16, 3.86, -0.74], [5.56, 4.82, -1.69], [5.57, 4.03, -2.98], [6.41, 5.95, -1.82], [4.25, 5.17, -1.35], [-4.86, 2.13, -3.71], [-3.71, 1.50, -4.26], [-3.73, 0.09, -4.08], [-4.13, -0.62, -5.35], [-5.48, -0.35, -5.70], [-5.61, 0.61, -6.73], [-4.89, 3.16, -4.08], [-5.78, 1.62, -4.01], [-4.79, 2.15, -2.62], [-4.38, -0.19, -3.25], [-2.71, -0.21, -3.82], [-4.05, -1.70, -5.19], [-3.46, -0.35, -6.18], [-5.35, 0.17, -7.69], [-4.99, 1.49, -6.54], [-6.66, 0.92, -6.76], [7.23, 3.57, -2.75], [8.52, 4.85, -4.24]], "mulliken_charge": [-1.035, 0.375, -0.247, 0.045, 0.026, -0.040, 0.082, 0.401, -0.530, -0.411, 1.004, -0.283, -0.284, -0.133, -0.297, -0.187, 0.196, 0.158, 0.532, -0.205, -0.105, 0.183, 0.270, 0.117, 0.222, 0.366, 0.005, -0.049, -0.256, -0.053, 0.971, -0.735, 0.895, -1.028, -0.276, -0.438, -0.294, -0.484, 0.321, 0.385, 0.222, 0.349, 0.269, 0.317, 0.181, -0.095, 0.362, 0.308, -0.699, 1.913, -0.452, -0.481, -0.569, -0.582, -0.418, -0.147, -0.605, -0.367, -0.734, 0.250, 0.314, 0.196, 0.202, 0.302, 0.361, 0.335, 0.317, 0.325, 0.246, 0.453, -0.258]}